Here is 11 unconnected molecules or ions with the total composition C27H55Cl12N5O11 at a distorted geometry from the Open Molecules 2025 dataset. Energies are from ωB97M-V/def2-TZVPD.

## Properties
Lowest unoccupied orbital energy: 0.325 eV
Frontier orbital gap: 9.5 eV
2S+1: 1
Highest occupied orbital energy: -0.3385 Ha
SMILES string: CCOC(=O)OC.CCOC(=O)OC.ClC(Cl)Cl.ClC(Cl)Cl.ClC(Cl)Cl.ClC(Cl)Cl.CNC(C)=O.CNC(C)=O.CNC(C)=O.CNC(C)=O.CNC(C)=O

Each line ends with the Löwdin charge.
Atoms and positions in Å:
Cl: 15.5400 9.8251 15.9291  0.63
Cl: 23.7716 10.0156 10.0330  0.52
Cl: 19.6741 7.2230 9.7923  0.55
Cl: 14.4980 12.2702 14.7143  0.54
Cl: 12.7316 10.7061 16.4032  0.47
Cl: 21.2944 8.6552 7.8932  0.51
Cl: 21.7682 13.8664 17.7931  0.55
Cl: 18.6225 9.5761 8.4413  0.59
Cl: 23.8871 12.7426 16.2038  0.56
Cl: 24.5864 14.2547 18.6423  0.48
Cl: 22.5863 12.6537 9.6047  0.54
Cl: 24.5434 12.2339 11.7003  0.59
O: 12.6246 8.0567 9.5917  0.01
O: 20.5656 10.1107 14.1556  -0.02
O: 18.3056 8.3446 18.4872  0.01
O: 23.2041 8.7099 17.3787  0.01
O: 25.9997 10.7598 13.9501  -0.02
O: 16.1446 6.7548 14.4679  0.00
O: 18.6751 10.0471 13.0796  0.04
O: 11.9509 6.0159 9.1449  0.05
O: 20.6112 10.0937 11.8814  0.08
O: 17.6375 12.5279 10.0958  0.03
O: 12.7814 6.4934 11.1797  0.08
N: 16.8751 7.1715 17.1582  0.00
N: 21.0829 8.7665 18.1818  0.01
N: 27.3301 10.1888 15.7720  0.00
N: 15.1966 6.0081 12.5686  0.02
N: 19.3975 13.7987 9.4324  -0.01
C: 26.1022 8.4658 14.7361  0.00
C: 16.4270 10.0395 12.3519  -0.05
C: 19.1781 13.5204 8.0446  -0.09
C: 12.4877 6.8449 10.0486  -0.57
C: 19.9781 10.0360 12.9149  -0.53
C: 10.1400 7.0721 7.9270  -0.05
C: 18.6000 13.2172 10.3720  -0.56
C: 17.8938 9.8076 11.8830  -0.21
C: 26.4728 9.9517 14.7395  -0.52
C: 22.0439 6.6510 17.7338  0.00
C: 21.9533 10.2521 14.3039  -0.05
C: 22.1492 8.1519 17.6901  -0.58
C: 23.3668 13.1570 17.8410  -1.50
C: 21.1144 10.1519 18.5002  -0.07
C: 15.1512 6.4889 13.8114  -0.54
C: 15.7165 7.1423 17.9958  -0.10
C: 17.9666 7.9786 17.3679  -0.51
C: 27.6647 11.4993 16.1714  -0.10
C: 11.5091 6.4227 7.8634  -0.23
C: 18.6464 8.4555 16.0493  0.00
C: 20.0399 8.8223 9.1352  -1.54
C: 16.5021 5.8843 11.9302  -0.05
C: 18.9855 13.5298 11.7976  0.02
C: 13.6767 6.5144 14.3005  0.03
C: 23.2379 11.5218 10.8079  -1.56
C: 14.4639 11.2375 16.1342  -1.44
C: 13.0252 9.0510 10.5536  0.01
H: 9.8297 7.0897 6.8845  0.08
H: 18.5229 12.7417 12.3496  0.06
H: 20.2594 14.2474 9.7270  0.10
H: 9.4977 6.2530 8.2674  0.08
H: 16.3258 5.3740 10.9782  0.09
H: 16.2368 9.3222 13.2071  0.06
H: 18.4869 14.4502 12.0819  0.09
H: 18.1174 10.5265 11.1234  0.06
H: 15.8917 7.6841 18.8901  0.07
H: 22.1822 10.0624 15.3086  0.05
H: 21.0322 6.2905 17.8325  0.07
H: 10.0861 8.0092 8.4982  0.09
H: 22.4391 11.2222 11.5234  -0.02
H: 15.2989 6.1456 18.2503  0.09
H: 20.9875 10.7377 17.5944  0.08
H: 12.2385 7.0150 7.3290  0.12
H: 18.1025 13.7902 7.8304  0.11
H: 26.1748 8.0538 13.7119  0.09
H: 20.0773 13.6053 11.9917  0.09
H: 15.8451 9.8276 11.4690  0.06
H: 19.8731 14.0461 7.4302  0.07
H: 16.7038 6.8702 16.2165  0.06
H: 20.3638 10.3766 19.2219  0.09
H: 23.4171 12.2377 18.3713  -0.02
H: 16.3880 11.0850 12.7408  0.06
H: 26.7446 7.8906 15.3875  0.06
H: 17.0377 5.1723 12.5558  0.09
H: 28.5638 11.4789 16.7673  0.08
H: 27.3829 9.4346 16.4383  0.13
H: 22.5257 6.2325 16.8316  0.09
H: 26.8745 12.0826 16.6235  0.05
H: 13.6908 8.6046 11.3189  0.09
H: 19.2342 12.4537 7.7896  0.06
H: 22.7042 6.3537 18.5655  0.10
H: 22.5727 9.5580 13.7213  0.11
H: 22.2607 11.2662 14.0747  0.07
H: 13.5056 9.8467 10.0269  0.09
H: 14.3189 5.9265 12.0365  0.10
H: 20.2512 8.2784 18.4601  0.08
H: 13.3578 5.4666 14.4185  0.10
H: 18.2063 7.9240 15.2383  0.05
H: 13.2303 7.0123 13.4606  0.05
H: 18.0010 8.7925 11.4306  0.08
H: 22.0485 10.4364 18.9384  0.07
H: 18.5659 9.5749 15.9501  0.09
H: 27.8042 12.2113 15.3277  0.10
H: 25.1254 8.2620 15.1119  0.06
H: 11.4700 5.4784 7.3599  0.12
H: 20.4492 9.4345 9.9262  -0.03
H: 14.9002 7.7165 17.4886  0.05
H: 14.8352 11.8386 16.9779  0.03
H: 12.1155 9.4148 11.0230  0.11
H: 17.0660 6.7826 11.7916  0.05
H: 13.6491 7.1198 15.2289  0.07
H: 19.7177 8.2653 16.1812  0.06

Here is a molecular structure, C2H5BrN2O at a distorted geometry from the Open Molecules 2025 dataset. Energies are from ωB97M-V/def2-TZVPD.

## Properties
Lowest unoccupied orbital energy (spin up / spin down): -1.745 / -1.899 eV
Frontier orbital gap (spin up / spin down): 7.8 / 7.6 eV
2S+1: 1
Highest occupied orbital energy (spin up / spin down): -0.3521 / -0.3492 Ha

Each line ends with the Löwdin charge.
Atoms and positions in Å:
Br: 3.1493 0.4875 0.2580  0.13
O: 0.8848 -1.5717 0.7685  0.04
N: 0.2733 1.5369 -0.5740  0.07
N: 0.6563 0.6436 0.2677  -0.14
C: -1.2761 -0.9891 0.2403  0.02
C: 0.2146 -0.6392 0.4290  -0.58
H: -1.2938 -1.9405 0.5671  0.03
H: 0.4733 1.3680 -1.5493  0.13
H: -1.5135 -1.0063 -0.9159  0.13
H: 0.3891 2.4568 -0.1898  0.12
H: -1.9573 -0.3459 0.6983  0.05

Here is a molecular structure, C3H8NP at a distorted geometry from the Open Molecules 2025 dataset. Energies are from ωB97M-V/def2-TZVPD.

## Properties
Lowest unoccupied orbital energy: -0.806 eV
Frontier orbital gap: 6.8 eV
2S+1: 1
Highest occupied orbital energy: -0.2779 Ha

Each line ends with the Löwdin charge.
Atoms and positions in Å:
P: -0.2352 -0.1281 0.0272  0.91
N: 1.3969 -0.1575 0.0286  -0.37
C: -0.7095 -1.7780 -0.2027  -0.28
C: 2.5054 0.6788 0.1506  -0.28
C: -2.4082 0.8013 0.0376  -0.05
H: -2.8045 0.3130 0.8433  -0.04
H: 2.5515 1.4217 0.9643  0.06
H: 3.2725 -0.1766 0.5662  0.13
H: -1.7205 -1.8407 -0.3878  -0.07
H: -1.9853 1.7926 -0.0454  -0.01
H: 2.7902 1.1555 -0.7472  0.04
H: 0.1542 -2.3591 -0.4186  -0.03
H: -2.8075 0.2772 -0.8162  0.00

Here is 2 unconnected molecules or ions with the total composition C8H5N3O4 at a distorted geometry from the Open Molecules 2025 dataset. Energies are from ωB97M-V/def2-TZVPD.

## Properties
Lowest unoccupied orbital energy (spin up / spin down): -2.027 / -2.033 eV
Frontier orbital gap (spin up / spin down): 7.5 / 7.5 eV
2S+1: 1
Highest occupied orbital energy (spin up / spin down): -0.3493 / -0.3495 Ha

Each line ends with the Löwdin charge.
Atoms and positions in Å:
O: -3.1398 -1.3045 -1.1307  0.15
O: -2.1940 -0.8712 1.6378  0.09
O: -1.0791 -2.0355 -0.9919  0.15
O: -2.4782 1.2557 1.8620  0.14
N: -2.0722 0.2818 1.2804  -0.35
N: -2.3232 2.3043 -1.4935  0.22
N: -1.9963 -1.3157 -0.8798  -0.26
C: 2.3069 0.8212 -0.6972  -0.06
C: 2.8217 -0.2348 0.0413  -0.06
C: -1.8822 1.5145 -0.7886  -0.17
C: -1.3410 0.5097 0.0344  -0.13
C: 0.0922 0.2578 0.0491  -0.18
C: 0.9495 1.0653 -0.7085  -0.01
C: 1.9756 -1.0513 0.7725  -0.06
C: 0.6150 -0.8089 0.7892  -0.02
H: 0.5452 1.8869 -1.2805  0.11
H: 2.9662 1.4599 -1.2646  0.11
H: 3.8857 -0.4147 0.0486  0.11
H: 2.3762 -1.8776 1.3391  0.11
H: -0.0280 -1.4428 1.3809  0.11

- Which value of 2S+1 does entry 1 give?
  1

Repeat the third record exactly.
Here is a molecular structure, C3H8NP at a distorted geometry from the Open Molecules 2025 dataset. Energies are from ωB97M-V/def2-TZVPD.

## Properties
Lowest unoccupied orbital energy: -0.806 eV
Frontier orbital gap: 6.8 eV
2S+1: 1
Highest occupied orbital energy: -0.2779 Ha

Each line ends with the Löwdin charge.
Atoms and positions in Å:
P: -0.2352 -0.1281 0.0272  0.91
N: 1.3969 -0.1575 0.0286  -0.37
C: -0.7095 -1.7780 -0.2027  -0.28
C: 2.5054 0.6788 0.1506  -0.28
C: -2.4082 0.8013 0.0376  -0.05
H: -2.8045 0.3130 0.8433  -0.04
H: 2.5515 1.4217 0.9643  0.06
H: 3.2725 -0.1766 0.5662  0.13
H: -1.7205 -1.8407 -0.3878  -0.07
H: -1.9853 1.7926 -0.0454  -0.01
H: 2.7902 1.1555 -0.7472  0.04
H: 0.1542 -2.3591 -0.4186  -0.03
H: -2.8075 0.2772 -0.8162  0.00